Molecular formula: C6H10
Method: DFT, ωB97M-V with the def2-TZVPD basis set

```
16
Properties=species:S:1:pos:R:3:forces:R:3:lowdin_charge:R:1
C 2.72736 0.82706 -0.14038 0.1 0.1 0.0 -0.11
C 1.68406 -0.16682 0.09914 -0.5 -0.1 0.1 -0.08
C 0.59528 -0.65105 0.28054 0.5 0.4 -0.1 -0.04
C -0.86711 -0.72508 0.39748 0.0 -0.1 0.0 -0.44
C -1.48014 -1.17523 -0.93035 -0.1 0.0 -0.1 -0.08
C -1.32335 0.69664 0.76837 -0.1 0.1 0.0 -0.08
H 3.65415 0.69350 0.41942 -0.1 -0.2 -0.1 0.07
H 2.95920 0.91204 -1.20742 0.0 0.0 0.2 0.08
H 2.26783 1.75855 0.19963 0.3 0.2 -0.2 0.08
H -1.16993 -1.41576 1.19293 0.1 0.0 -0.1 0.13
H -1.16196 -0.50170 -1.73430 -0.1 -0.1 0.1 0.08
H -2.57314 -1.15322 -0.87310 0.1 0.0 0.0 0.08
H -1.15705 -2.18737 -1.19043 -0.1 0.1 0.0 0.08
H -1.01123 1.39928 -0.01399 -0.1 -0.1 0.1 0.08
H -2.41177 0.75431 0.87134 0.1 0.0 0.0 0.08
H -0.86142 1.02085 1.70636 -0.1 -0.1 -0.1 0.08
```
Positions in Å, forces in eV/Å.

HOMO ... -9.3 eV
Structure (SMILES) ... CC#CC(C)C
Energy above the lowest of the compared OMol25 structures with the same formula, charge and spin ... 35.6 kcal/mol
E_tot ... -234.5458 Eh